[1]
Here is a structure of composition C2HF4I from the Open Molecules 2025 dataset. Energies are from ωB97M-V/def2-TZVPD.

## Properties
Relative energy (zero: lowest compared OMol25 entry of this formula, charge and spin) = 51.6 kcal/mol
Total charge = 0
Maximum force = 0.0338 hartree/bohr
E_HOMO = -9.992 eV
Lowest unoccupied orbital energy = -0.00476 Eh
Energy = -773.8549 Ha
Kohn-Sham gap = 9.86 eV
Molar mass = 227.93 Da

Cartesian coordinates (Å):
F  0.078  1.852  -1.646
F  0.442  -1.747  2.220
F  -0.900  0.603  -2.956
C  0.560  -0.732  1.351
F  0.373  0.364  2.082
H  1.588  -0.969  0.989
C  -1.136  1.407  -1.932
I  -1.006  -0.778  -0.107


[2]
Here is a structure of composition C44H18Br2F7N6O6Sn from the Open Molecules 2025 dataset. Energies are from ωB97M-V/def2-TZVPD.

## Properties
Total charge = -1
Maximum force = 0.0211 hartree/bohr
E_HOMO (spin up / spin down) = -5.119 / -5.109 eV
Lowest unoccupied orbital energy (spin up / spin down) = 0.02839 / -0.00177 Eh
Energy = -8528.9185 Ha
Kohn-Sham gap (spin up / spin down) = 5.89 / 5.06 eV
Molar mass = 1138.17 Da

Cartesian coordinates (Å):
N  -2.023  -1.574  -1.114
H  4.475  -3.845  0.811
H  -1.596  0.718  4.766
F  -2.609  -4.156  0.636
C  4.173  1.290  -0.993
C  -2.687  -7.679  -0.223
N  1.420  -1.628  -0.010
C  -3.820  -9.026  1.550
C  1.577  -2.151  1.204
H  1.689  -1.521  3.581
C  -4.125  0.084  2.603
C  -1.487  1.776  -5.466
C  -1.546  2.613  -3.162
O  3.018  -1.655  -3.171
C  -1.708  -5.160  -1.299
C  -2.159  0.633  3.850
C  -1.289  -3.924  -1.862
C  2.671  -2.945  1.541
H  4.320  1.000  1.121
O  0.807  -1.901  3.488
C  -1.297  1.286  -2.723
F  -1.759  -8.687  -2.157
H  6.694  0.725  -3.205
C  -2.015  4.987  -2.792
C  -3.463  0.174  3.818
H  6.672  0.183  1.035
C  -1.521  -6.404  -1.952
C  2.776  1.585  -0.928
C  -1.218  0.260  -3.617
H  2.744  -3.382  2.527
C  -1.981  -7.581  -1.449
C  -0.480  -3.856  -3.030
H  -3.965  -0.128  4.729
O  1.068  -0.747  -2.560
C  8.181  -0.200  -1.167
H  -5.133  -0.295  2.528
H  -1.536  1.976  -6.532
C  -3.143  -10.128  -0.442
H  -1.179  -0.321  -5.695
O  -0.690  -2.140  1.875
O  0.601  0.817  1.604
C  -2.847  -6.437  0.443
F  8.910  0.325  -2.172
C  -1.655  2.855  -4.568
H  4.178  -2.861  -1.478
C  -1.682  -2.651  -1.375
F  8.145  -1.538  -1.380
C  -3.436  0.476  1.471
C  6.807  0.383  -1.096
C  4.860  1.236  -2.210
C  -3.198  -8.897  0.273
C  3.631  -3.207  0.581
C  1.568  1.692  -0.859
H  4.351  1.542  -3.115
N  -2.174  0.880  1.476
N  0.205  -3.757  -3.955
Br  -4.319  0.421  -0.205
C  -1.723  3.744  -2.320
C  -2.393  -5.259  -0.064
H  -2.383  6.182  -4.549
O  0.472  1.675  3.676
H  -2.034  4.308  -6.113
C  -0.026  1.198  2.659
C  -1.537  0.944  2.651
Sn  -0.390  0.665  -0.554
H  -2.153  5.809  -2.102
C  6.165  0.782  -2.262
F  -3.479  -6.405  1.612
C  3.475  -2.670  -0.681
N  -3.146  -11.160  -0.958
Br  -1.550  3.535  -0.442
C  -1.948  4.157  -5.042
F  8.878  -0.015  -0.030
C  2.069  -1.352  -2.286
N  -4.315  -9.216  2.575
C  2.351  -1.892  -0.923
C  -2.137  5.194  -4.180
C  4.852  0.931  0.180
C  -1.294  0.508  -5.006
F  -0.888  -6.436  -3.123
H  -1.076  -0.758  -3.283
H  2.693  -1.414  -4.048
C  6.156  0.475  0.128
C  0.451  -2.017  2.192


[3]
Here is a cluster of 13 separate species, C48H127N12O4 in total from the Open Molecules 2025 dataset. Energies are from ωB97M-V/def2-TZVPD.

## Properties
Relative energy (zero: lowest compared OMol25 entry of this formula, charge and spin) = 132.1 kcal/mol
Total charge = +3
Maximum force = 0.1912 hartree/bohr
E_HOMO = -12.518 eV
Lowest unoccupied orbital energy = -0.32842 Eh
Energy = -2861.9049 Ha
Kohn-Sham gap = 3.58 eV
Molar mass = 936.62 Da

Cartesian coordinates (Å):
H  -0.138  -4.517  -0.132
H  -2.464  -0.011  -6.409
H  0.532  4.229  -3.566
C  -4.369  -0.950  -2.926
H  -0.887  5.124  3.702
H  5.292  -1.722  0.296
H  6.180  -0.534  -4.890
N  5.714  -0.988  -1.574
H  -0.080  -3.195  -3.533
H  -2.117  1.572  -2.749
N  1.792  4.066  3.091
N  -4.605  5.763  -0.927
N  3.471  0.712  -2.017
H  4.422  0.413  -1.857
C  4.024  3.098  2.423
H  2.113  -3.983  -4.185
H  -3.188  -4.609  4.805
H  3.347  3.460  4.503
C  4.924  -1.850  5.602
H  -3.582  -2.355  -4.874
H  -2.441  0.097  -0.980
H  4.048  -3.860  -0.702
H  5.017  2.860  2.804
H  2.430  -0.310  2.855
H  -4.775  -1.956  -2.822
H  -4.761  -4.440  6.648
H  -2.023  4.984  -0.709
H  4.364  -3.138  -2.325
H  7.413  -1.040  6.381
H  -4.591  -0.075  3.536
N  0.773  4.044  -2.602
C  4.443  -0.836  3.497
H  -6.499  4.936  -1.317
H  -6.678  5.535  0.820
H  -1.753  -4.430  -0.120
H  6.276  -2.715  -0.592
N  5.328  -0.858  4.605
H  -6.301  -0.644  -4.304
H  2.349  -1.023  0.428
H  1.668  3.589  -2.706
H  1.627  2.953  5.520
H  -2.094  -1.585  -6.624
H  7.687  -0.933  -0.635
H  -4.257  -4.845  -3.279
H  -0.998  -3.528  4.026
C  0.661  2.810  5.037
C  3.198  3.876  3.507
H  -4.815  4.745  -3.344
H  -5.269  6.369  -3.659
H  1.192  1.934  3.158
H  2.886  0.108  -2.576
H  -0.199  2.937  3.049
C  0.809  2.908  3.463
C  0.416  -1.780  0.034
H  2.728  4.385  -0.262
H  1.343  5.565  4.610
H  1.657  3.316  -0.220
H  -2.664  4.551  0.831
C  2.995  -0.513  3.765
C  7.615  -0.554  5.426
N  1.857  4.204  0.216
H  -2.134  -1.220  4.858
C  -0.017  -4.190  -3.973
H  -5.451  -3.617  5.436
H  -0.252  -6.471  -5.757
C  -0.156  5.644  3.083
C  -5.711  5.646  1.310
H  -0.536  6.663  3.151
H  -0.246  -4.155  -5.038
H  -3.049  -2.392  2.050
H  -5.496  -1.117  -5.797
H  -2.769  0.864  -4.005
H  5.182  -1.652  -3.597
C  1.353  5.446  3.526
H  0.258  1.857  5.380
H  5.645  -1.159  7.684
O  -0.549  1.781  -1.519
H  -6.350  6.711  -1.515
C  -5.865  5.747  -1.674
H  -4.974  0.998  -6.383
H  -2.239  2.561  -4.037
H  -3.096  -0.462  2.594
H  -3.064  0.691  3.926
O  1.877  1.437  0.003
C  -2.956  -0.982  -6.341
H  -1.456  -7.715  -5.410
C  -4.845  6.392  0.409
H  3.607  2.161  2.054
H  5.784  0.570  -3.601
H  3.427  1.592  -2.511
C  1.348  -0.764  0.119
H  -2.496  -4.249  -4.368
C  -4.099  4.450  -0.852
C  6.049  -1.427  -2.976
H  -2.016  -6.050  -5.593
C  -5.483  -0.395  -4.981
N  -4.217  -0.426  -4.272
H  -3.498  -6.358  -3.213
H  -6.499  5.214  -3.707
H  -4.010  3.883  -1.778
H  -0.948  -5.160  -1.344
H  -5.000  0.943  -1.978
H  -1.577  -7.230  -3.284
H  -4.721  -2.619  6.749
H  1.148  4.798  -0.190
H  -5.792  6.157  2.270
H  -5.519  1.717  -4.932
H  2.831  0.422  4.300
H  5.621  -2.686  5.653
H  2.441  -1.266  4.327
H  -6.377  -0.156  -2.220
N  -2.120  1.597  -3.759
H  7.429  0.141  -3.613
C  6.749  -1.010  4.259
H  -4.755  3.767  -0.312
H  -3.900  6.686  0.865
H  7.371  0.473  -1.673
H  -3.888  -0.960  -6.906
H  4.307  -1.715  2.866
H  2.022  6.197  3.106
H  4.397  -0.265  7.092
H  4.276  3.743  1.582
C  -5.773  0.933  -5.645
C  4.178  -2.938  -1.270
C  6.911  -0.279  -1.032
H  -2.456  3.256  -0.285
C  -3.414  -5.350  -2.807
C  -2.236  -4.470  -3.332
H  -0.553  -3.589  2.356
H  -2.906  -3.997  2.494
H  1.631  -4.648  -2.594
C  5.370  -2.122  -0.715
H  -0.985  -5.897  0.189
H  -0.056  3.526  5.438
C  -5.603  5.471  -3.141
C  -0.417  0.849  -0.832
H  -3.670  -1.123  5.484
C  6.446  -0.252  -3.871
C  -1.089  -2.983  3.087
H  0.722  4.945  -2.147
C  -5.317  -0.100  -1.971
C  -2.732  4.309  -0.230
C  -2.625  -3.004  2.845
C  -3.255  -1.319  -4.962
H  -2.412  -3.419  5.741
N  -0.907  -5.148  -3.238
H  3.629  4.876  3.559
C  -0.997  -1.471  -0.368
H  -5.125  -0.485  -0.970
H  -0.307  5.279  2.067
H  6.967  -2.054  4.031
H  -5.240  7.392  0.235
H  -6.747  1.143  -6.088
C  -3.514  -0.238  3.576
C  -4.608  -3.500  6.117
H  6.902  -0.327  3.424
H  5.686  1.171  -0.152
C  -3.345  -3.610  5.212
H  -5.339  4.675  1.637
H  -2.299  -1.326  -4.438
C  -3.170  -1.338  4.540
C  -0.903  -6.523  -3.769
C  1.014  0.569  -0.211
H  -1.208  1.296  -4.073
H  6.699  -2.301  -3.016
H  4.736  -0.053  2.797
H  1.606  -5.597  -4.084
C  4.768  -1.289  7.050
C  6.569  0.635  0.196
H  7.312  1.423  0.317
H  1.979  4.154  1.218
H  0.051  -6.946  -3.455
N  -0.977  -5.038  -0.342
C  -1.192  -6.671  -5.243
O  0.903  -2.962  0.178
H  -3.400  -0.955  -2.427
C  -1.453  -0.220  -0.678
H  0.173  3.304  -2.266
H  6.256  0.146  1.119
H  4.000  -2.300  5.240
H  2.857  0.839  -1.226
N  -3.423  -2.641  4.065
H  7.292  0.429  5.767
C  1.397  -4.615  -3.658
H  -2.212  -3.529  -2.783
H  -0.790  -1.945  3.234
O  -1.927  -2.382  -0.292
H  -3.454  -5.371  -1.718
H  3.268  -2.342  -1.341
H  8.672  -0.510  5.165
H  4.000  -1.890  7.537


[4]
Here is a cluster of 9 separate species, C42H103N9O4 in total from the Open Molecules 2025 dataset. Energies are from ωB97M-V/def2-TZVPD.

## Properties
Relative energy (zero: lowest compared OMol25 entry of this formula, charge and spin) = 1.1 kcal/mol
Total charge = 0
SMILES = CCN(CC)CC.CCN(CC)CC.CCN(CC)CC.CCN(CC)CC.CCN(CC)CC.CNC(C)=O.CNC(C)=O.CNC(C)=O.CNC(C)=O
Maximum force = 0.0345 hartree/bohr
E_HOMO = -8.326 eV
Lowest unoccupied orbital energy = 0.01273 Eh
Energy = -2455.8380 Ha
Kohn-Sham gap = 8.67 eV
Molar mass = 798.34 Da

Cartesian coordinates (Å):
O  2.226  6.217  -2.961
C  -1.519  2.593  -3.833
H  -1.106  -1.524  8.226
H  0.908  -0.664  -3.196
H  2.554  -0.950  7.347
H  -1.590  0.045  -2.826
H  -2.771  0.137  -5.741
H  2.866  -1.551  -1.780
H  -4.629  4.201  1.257
H  0.808  2.270  3.359
H  5.569  2.641  -0.523
H  5.699  -5.303  -2.994
C  -1.135  -2.482  6.260
H  -0.273  -3.308  2.440
H  -3.938  1.766  -6.911
H  0.799  -3.292  4.699
H  -2.011  2.329  2.032
H  4.662  6.563  -1.841
H  -3.349  -1.878  -2.754
H  4.914  4.211  -0.508
H  -2.652  -2.283  7.808
H  -5.216  -0.069  -2.215
H  -5.398  -0.408  3.015
H  2.817  -4.453  -4.036
C  5.798  -4.577  -2.184
C  -2.279  -3.596  -3.411
H  2.345  1.696  2.853
C  1.856  -1.609  6.838
C  3.748  -4.125  -4.501
H  -2.161  3.516  -1.970
H  6.306  -4.714  -0.085
H  4.905  5.115  2.154
C  -0.689  -2.714  3.258
C  -3.472  -2.627  -3.537
H  3.497  -3.640  -5.445
C  3.887  2.927  0.869
N  -2.482  2.477  2.911
H  -2.301  1.781  -1.964
H  -2.099  2.214  4.955
C  4.632  -2.696  -1.173
N  -1.544  1.327  -4.582
N  -1.898  0.241  0.009
H  -1.952  -1.761  0.580
H  1.093  3.212  -1.132
N  -1.978  -3.922  -2.039
H  6.594  -6.242  -1.027
H  3.155  2.531  0.165
H  2.285  2.934  4.079
C  -1.106  0.187  -3.804
N  4.581  -3.761  -2.202
H  4.121  6.227  4.076
H  5.950  3.695  0.831
H  -2.716  -4.468  -0.230
C  0.689  -0.851  6.195
H  -1.296  -1.486  -1.034
C  -5.980  -0.217  -1.459
H  2.632  5.275  4.122
H  1.322  0.468  0.761
H  -4.054  -5.707  -2.741
H  0.469  -1.010  0.369
C  5.956  -5.375  -0.876
H  -0.478  2.702  -3.521
C  3.400  5.688  3.463
N  2.060  5.086  -0.997
H  1.438  -2.357  7.519
C  1.874  3.656  2.049
H  1.073  -1.734  3.813
H  -2.886  -6.613  -1.792
C  0.353  -2.355  4.342
C  0.936  4.271  -1.346
C  1.822  2.614  3.143
C  -0.788  -4.763  -1.905
C  -3.596  4.186  1.589
H  -4.383  -6.150  -1.030
C  -3.182  2.166  -6.229
H  -2.173  -0.784  7.064
H  -1.928  -2.900  5.641
H  -3.463  -2.087  -4.482
C  -1.790  -1.752  7.408
O  -4.182  3.678  3.827
H  -2.421  -4.466  -4.072
H  -6.356  1.010  2.661
H  4.554  3.840  3.233
H  -4.410  -3.176  -3.464
H  0.971  0.083  -0.916
H  0.352  -2.993  -2.349
H  -3.620  3.076  -5.822
C  -3.110  -4.469  -1.246
H  -3.248  5.217  1.654
C  0.447  -4.073  -2.494
C  5.151  3.379  0.164
H  1.336  4.579  2.273
H  0.695  1.033  -2.917
H  1.338  3.245  1.186
C  2.635  5.977  -1.837
H  2.934  6.462  2.849
H  0.621  4.441  -2.373
H  -1.538  -3.289  3.628
H  2.584  4.889  -0.146
H  -3.023  -1.365  -0.800
C  4.053  4.604  2.618
C  4.437  -3.161  -3.533
C  -2.426  2.662  -2.593
H  -2.265  2.354  -6.784
H  -2.979  3.705  0.821
H  2.422  -2.170  6.092
H  4.027  6.521  -0.231
C  -2.255  1.616  4.058
O  -4.633  1.289  -0.193
H  -3.650  0.979  -4.446
C  -3.627  -5.815  -1.745
H  -0.491  -3.275  6.672
H  -1.707  3.453  -4.472
H  0.893  0.460  -4.542
C  3.773  6.800  -1.255
C  -5.439  0.366  -0.163
C  -5.532  0.399  2.291
H  -6.712  -0.732  0.942
C  -2.855  1.081  -5.198
H  1.112  -0.140  5.475
H  -1.444  -3.053  -3.860
H  5.318  -1.915  -1.528
H  -1.312  1.087  3.923
H  6.728  -4.016  -2.365
O  -0.670  2.046  0.461
H  0.144  -0.241  6.914
H  0.576  -4.295  -3.551
H  4.184  2.154  1.592
N  -5.888  -0.158  0.997
C  -0.708  0.839  0.231
H  -3.471  2.758  -2.890
H  -6.329  -1.247  -1.361
C  -2.064  -1.169  -0.331
H  -3.097  0.935  4.168
H  -0.866  -5.751  -2.383
H  -1.071  -1.794  2.810
C  0.406  0.222  -3.593
H  -4.600  0.953  2.285
H  3.288  -1.424  -0.085
H  -3.906  -3.730  -1.347
H  -6.880  0.320  -1.771
H  2.515  -2.892  -0.711
C  -3.434  3.429  2.889
H  -0.679  -4.979  -0.839
H  4.327  -5.020  -4.726
N  3.218  4.023  1.583
H  0.039  4.502  -0.759
H  -1.363  -0.714  -4.369
H  4.984  -3.119  -0.238
H  3.445  7.832  -1.332
H  3.856  -2.241  -3.491
C  3.251  -2.118  -0.929
H  1.361  -4.336  -1.958
N  -0.283  -1.629  5.422
C  0.570  0.043  0.097
H  -2.726  0.824  0.030
H  4.963  -5.712  -0.571
H  5.424  -2.897  -3.941


[5]
Here is a structure of composition C8H28LiN2O5 from the Open Molecules 2025 dataset. Energies are from ωB97M-V/def2-TZVPD.

## Properties
Relative energy (zero: lowest compared OMol25 entry of this formula, charge and spin) = 0.0 kcal/mol
Total charge = +2
Spin multiplicity = 2
Maximum force = 0.0446 hartree/bohr
E_HOMO (spin up / spin down) = -15.851 / -15.828 eV
Lowest unoccupied orbital energy (spin up / spin down) = -0.21280 / -0.43018 Eh
Energy = -814.2396 Ha
Kohn-Sham gap (spin up / spin down) = 10.06 / 4.12 eV
Molar mass = 239.26 Da

Cartesian coordinates (Å):
H  4.060  3.569  0.544
H  -0.980  1.738  -0.666
O  -3.240  1.418  0.462
H  -2.476  -1.657  2.958
H  1.607  3.221  0.091
C  4.190  2.514  0.305
H  1.473  2.310  -2.525
H  0.737  0.089  -0.911
H  -0.602  2.156  1.954
H  1.711  1.568  0.485
C  -0.430  2.390  -1.345
O  -2.553  -0.758  2.639
C  -1.468  -2.571  -0.371
H  0.506  -2.136  -1.221
H  2.557  -1.833  0.259
H  -1.492  -3.330  -2.379
C  1.894  2.260  -0.337
H  5.225  2.412  -0.020
N  -2.107  -1.345  -0.701
H  -3.014  2.249  0.880
C  1.826  -1.690  1.055
H  -2.843  -0.257  3.401
H  1.933  -2.581  1.674
H  -3.104  -1.439  -0.833
H  -0.517  3.441  -1.070
C  1.059  1.943  -1.586
C  -1.906  -3.652  -1.424
H  1.933  0.231  -1.971
O  0.523  -1.439  0.628
O  3.280  2.074  -0.673
H  2.208  -0.900  1.702
H  -0.018  0.968  2.688
H  -2.987  -3.792  -1.445
H  0.438  -3.486  -0.123
H  -0.898  2.265  -2.321
H  3.998  1.980  1.236
N  0.991  0.541  -1.778
H  -1.841  -2.787  0.631
H  -1.804  -1.204  -1.654
H  -4.197  1.399  0.468
O  -0.506  1.206  1.899
Li  -1.696  0.037  0.848
C  0.070  -2.472  -0.281
H  -1.542  -4.649  -1.174


> What is the total charge in the fourth record?

0


> Which value of molar mass does entry 5 give?

239.26 Da


> Which of these has the highest maximum force?

C48H127N12O4